An isolated molecule of C6H9N. Source: OMol25; level of theory: ωB97M-V with the def2-TZVPD basis set.

Structure (ORCA input):
```
! RIJCOSX wB97M-V def2-TZVPD def2/J DEFGRID3
* xyz 0 1
C 2.228 0.427 0.109
C 1.342 -0.691 -0.274
C 1.204 -1.998 -0.382
C -0.052 -0.740 -0.589
N -0.986 -0.493 0.457
C -2.239 0.130 0.090
C -1.162 0.926 0.726
H 2.204 1.186 -0.680
H 3.260 0.126 0.284
H 1.836 0.891 1.022
H 0.107 -2.241 -0.721
H -0.376 -0.498 -1.605
H -3.103 -0.172 0.676
H -2.427 0.310 -0.969
H -0.621 1.625 0.086
H -1.215 1.212 1.770
*
```

Output
- Energy relative to the best compared isomer or geometry (same formula, charge and spin): 5.641 eV
- Orbital gap: 9.619 eV
- Max |F|: 0.43 eV Å⁻¹
- E_HOMO: -8.614 eV
- LUMO energy: 1.0 eV

---

The ion C4H8NO with charge +1 at a distorted geometry. Source: OMol25; level of theory: ωB97M-V with the def2-TZVPD basis set.

Structure (ORCA input):
```
! RIJCOSX wB97M-V def2-TZVPD def2/J DEFGRID3
* xyz 1 1
C -0.789 1.185 0.008
C 0.667 1.233 0.474
C 1.102 0.243 -0.555
C -0.965 -1.294 0.237
N -0.471 -0.141 -0.470
O 2.016 -0.492 0.034
H -1.530 1.140 0.788
H -1.203 1.826 -0.806
H 1.153 1.279 1.391
H 1.006 0.646 -1.577
H -0.368 -2.220 0.134
H -1.385 -1.035 1.207
H -1.930 -1.541 -0.275
H 2.697 -0.829 -0.590
*
```

Output
- Energy relative to the best compared isomer or geometry (same formula, charge and spin): 4.228 eV
- Orbital gap (alpha / beta): 7.844 / 8.520 eV
- Max |F|: 5.86 eV Å⁻¹
- E_HOMO (alpha / beta): -14.410 / -14.745 eV
- LUMO energy (alpha / beta): -6.6 / -6.2 eV

---

The ion C10H17N2 with charge +1 at a distorted geometry. Source: OMol25; level of theory: ωB97M-V with the def2-TZVPD basis set.

Structure (ORCA input):
```
! RIJCOSX wB97M-V def2-TZVPD def2/J DEFGRID3
* xyz 1 1
C 2.729 -0.728 -0.893
C 1.514 0.092 -1.596
N 0.253 -0.243 -0.830
C -0.446 -1.453 -1.303
C -1.603 -1.226 -2.224
C -0.049 0.451 0.218
C 0.686 1.876 0.583
C 0.211 2.455 1.722
C -0.972 2.136 2.490
C -1.626 1.028 2.167
C -1.143 0.063 1.156
N -0.692 -1.333 1.588
H 2.295 -1.669 -0.783
H 3.553 -0.471 -1.567
H 3.051 -0.311 0.000
H 1.586 1.266 -1.557
H 1.547 -0.335 -2.523
H -0.709 -2.047 -0.501
H 0.349 -1.981 -1.912
H -2.456 -0.700 -1.740
H -1.388 -0.494 -3.026
H -1.975 -2.165 -2.478
H 1.660 2.161 0.263
H 0.983 3.218 1.981
H -1.306 2.832 3.217
H -2.599 0.839 2.655
H -2.075 -0.349 0.564
H -1.456 -1.887 2.049
H 0.075 -1.026 2.281
*
```

Output
- Energy relative to the best compared isomer or geometry (same formula, charge and spin): 1.980 eV
- Orbital gap: 8.499 eV
- Max |F|: 5.16 eV Å⁻¹
- E_HOMO: -13.020 eV
- LUMO energy: -4.5 eV

---

A structure of composition C14H18MoNO10P3S3 at a distorted geometry. Source: OMol25; level of theory: ωB97M-V with the def2-TZVPD basis set.

Structure (ORCA input):
```
! RIJCOSX wB97M-V def2-TZVPD def2/J DEFGRID3
* xyz 0 3
Mo -0.806 -0.348 0.990
N -5.623 1.095 1.039
C -4.522 0.751 0.067
C -5.002 1.037 -1.368
P -3.980 -1.036 0.354
O -4.424 -1.206 1.841
O -4.792 -1.737 -0.630
O -2.474 -1.172 0.302
P -3.161 1.949 0.618
O -3.236 3.061 -0.567
O -3.671 2.479 1.891
O -1.752 1.345 0.496
H -6.254 1.761 0.518
H -5.207 1.513 1.854
H -6.104 0.248 1.372
H -5.771 0.329 -1.553
H -4.214 0.982 -2.116
H -5.398 2.047 -1.290
H -3.769 -1.512 2.521
H -2.398 3.504 -0.781
S 1.320 0.960 1.275
P 1.951 -0.120 -0.292
S 0.388 -1.111 -1.106
C 3.234 -1.184 0.331
C 2.864 -2.131 1.281
C 3.868 -2.969 1.731
C 5.140 -2.850 1.282
C 5.551 -1.888 0.380
C 4.580 -1.026 -0.130
C 2.686 0.793 -1.632
C 2.909 0.059 -2.813
C 3.500 0.707 -3.892
C 3.820 2.041 -3.801
C 3.651 2.734 -2.605
C 3.034 2.122 -1.536
H 1.868 -2.141 1.666
H 3.512 -3.693 2.418
H 5.834 -3.543 1.724
H 6.591 -1.862 0.065
H 4.774 -0.259 -0.848
H 2.675 -1.043 -2.856
H 3.651 0.082 -4.733
H 4.151 2.508 -4.776
H 3.868 3.798 -2.575
H 2.909 2.660 -0.616
O -0.197 -1.994 4.350
S -1.173 -1.588 3.417
O -0.760 -2.063 1.944
O -1.091 -0.083 3.111
O -2.549 -2.006 3.679
*
```

Output
- Energy relative to the best compared isomer or geometry (same formula, charge and spin): 0.560 eV
- Orbital gap (alpha / beta): 7.241 / 8.788 eV
- Max |F|: 2.50 eV Å⁻¹
- E_HOMO (alpha / beta): -8.628 / -9.440 eV
- LUMO energy (alpha / beta): -1.4 / -0.7 eV
- <S²>: 2.0122

---

What E values result from the calculations? In sequence: -288.57475 -286.78711 -500.39575 -3638.62814 Ha.